The following is a DFT calculation (ωB97M-V/def2-TZVPD) of C4H11N5O4PdSSe3Te as an isolated structure in a non-equilibrium geometry.

Summary:
Kohn-Sham gap: 4.9843 eV
ΔE to the lowest compared entry with this formula, charge and spin: 68.1 kcal/mol
E: -8732.0895 Ha
HOMO level: -8.258 eV
F_max: 0.0248 Eh/bohr

XYZ file:
```
30
C4H11N5O4PdSSe3Te ωB97M-V/def2-TZVPD
Se -6.272 0.482 2.238
H -1.968 3.552 -0.030
N 2.240 0.082 -0.100
Se -4.553 -1.009 -1.085
H 3.128 1.982 -0.463
Pd -1.726 -0.999 0.288
H 3.437 -1.448 -0.833
N -1.725 1.061 0.324
C -0.768 1.924 0.235
N 0.559 -0.343 1.523
H -2.617 1.485 0.100
C 2.882 1.045 -0.976
H 3.560 -1.227 0.925
H -0.339 3.928 0.224
Te -4.556 -0.763 1.205
O -0.745 -1.293 -1.541
Se -2.688 -1.244 2.597
H 3.829 0.628 -1.306
H 2.286 1.261 -1.868
C 2.875 -1.218 0.070
O -0.612 -3.637 -2.285
C 1.129 0.368 0.639
H 2.120 -1.994 0.178
O 0.857 -2.829 -0.512
O -1.552 -2.947 -0.115
H 1.154 2.307 -0.104
S -0.427 -2.754 -1.178
N -1.013 3.242 -0.071
H 0.949 -1.277 1.581
N 0.557 1.634 0.342
```